# 1
A 2-piece molecular cluster, C4H10O overall. Source: the OMol25 dataset; level of theory: wB97M-V/def2-TZVPD.

Geometry as XYZ:
```
15
Properties=species:S:1:pos:R:3:forces:R:3
C 1.2059 -1.6146 0.3689 -0.349 1.079 1.941
C -0.0102 -1.4454 0.8678 -1.295 0.357 -0.568
O -0.2453 -1.0231 2.1556 0.599 -0.480 -0.014
H 1.4411 -1.4997 -0.6606 0.077 -0.767 -0.607
H 1.9229 -1.4041 1.1611 0.602 -0.116 -0.567
H -0.9544 -1.5610 0.3212 0.485 0.070 -0.233
H -1.1538 -0.7274 2.2267 -0.126 -0.147 0.034
C -0.0085 2.0493 -0.9033 -1.366 0.087 -0.387
C -0.7524 1.4948 -2.1778 2.131 -0.379 1.095
H -0.5248 2.9414 -0.5350 0.035 -0.060 0.041
H -0.0443 1.2969 -0.1101 0.267 0.195 -0.048
H 1.0122 2.3669 -1.1060 0.078 -0.349 -0.086
H -1.8267 1.4058 -2.0441 -0.008 0.426 -0.277
H -0.3537 0.4790 -2.2930 -0.278 0.003 -0.234
H -0.3666 2.0427 -3.0413 -0.850 0.081 -0.090
```
Forces are in eV/Å.

Summary:
* F_max: 0.0472 Eh/bohr
* spin multiplicity: 1
* ΔE to the lowest compared entry with this formula, charge and spin: 1.6661 eV
* E_HOMO: -9.136 eV
* SMILES: C=CO.CC
* energy: -6356.1368 eV

Here are the Mulliken charges for atoms 1 to 6, given in e: atom 1 (C): -0.666, atom 2 (C): -0.037, atom 3 (O): -0.496, atom 4 (H): 0.309, atom 5 (H): 0.232, atom 6 (H): 0.290



# 2
A 10-piece molecular cluster, C30H60O18S4 overall. Source: the OMol25 dataset; level of theory: wB97M-V/def2-TZVPD.

Geometry as XYZ:
```
112
Properties=species:S:1:pos:R:3:forces:R:3
C 2.5576 -0.9104 4.1740 1.263 0.283 -0.470
S 1.9676 -2.1952 5.1662 -1.508 -1.362 0.619
O 1.7203 -1.6464 6.5294 0.137 0.112 0.161
C 0.3007 -2.2951 4.4069 0.460 -1.718 -1.045
H 3.6090 -0.7818 4.4539 -0.244 0.364 0.123
H 1.9597 -0.0239 4.3015 -0.061 0.420 -0.047
H 2.5863 -1.2899 3.1646 -0.247 0.020 -0.530
H 0.2561 -2.8904 3.4495 0.438 0.640 0.932
H -0.0409 -1.3167 4.1851 -0.341 1.025 -0.137
H -0.3902 -2.8060 5.0740 0.214 0.084 0.305
C 0.4843 3.4825 0.4590 -0.400 0.008 -0.551
S 0.5596 5.2739 0.5132 -0.668 0.541 -1.795
O -0.0196 5.7533 -0.8391 0.826 -0.697 1.509
C -0.7745 5.6584 1.6417 0.785 0.493 0.881
H -0.5891 3.2309 0.3494 0.644 -0.187 0.140
H 0.9103 3.0676 1.3910 -0.231 0.023 -0.589
H 1.0201 3.2082 -0.4919 -0.311 0.100 1.143
H -0.4435 5.4496 2.7046 -0.549 0.294 -1.190
H -1.7020 5.1647 1.3624 0.082 -0.195 0.004
H -0.8537 6.7413 1.4163 -0.193 -0.510 0.608
C -5.9602 1.7734 1.3914 -1.592 0.297 0.677
S -5.4741 0.9746 2.9446 0.674 -0.026 0.036
O -3.9693 1.1854 2.9820 -1.571 0.089 0.157
C -6.2009 2.1484 4.1656 -0.270 -1.800 0.011
H -5.5626 1.1598 0.5864 -0.019 0.059 0.029
H -5.4689 2.7440 1.4457 -0.086 0.081 -0.345
H -7.1035 1.8774 1.3136 1.746 -0.193 0.105
H -7.2974 2.2085 4.0382 0.513 -0.277 0.189
H -5.7746 3.0856 3.9363 0.642 1.172 0.127
H -5.8979 1.7200 5.1620 -0.400 0.713 -0.995
C -1.5878 -1.3622 -4.2069 -1.362 -0.801 0.855
S -1.0580 -1.5650 -2.5106 1.218 1.605 -0.108
O -1.9732 -2.3454 -1.6737 -1.115 -0.805 0.228
C 0.2768 -2.6513 -2.9192 0.189 -1.659 0.826
H -0.6341 -1.1344 -4.6794 -0.521 0.278 -0.603
H -2.3843 -0.5924 -4.2228 0.798 -0.241 -0.341
H -2.0370 -2.3497 -4.4504 0.442 0.590 -0.418
H 1.0585 -2.2287 -3.5237 0.169 0.473 -0.191
H -0.0437 -3.6107 -3.3731 -0.218 0.580 0.104
H 0.6558 -2.9073 -1.9196 0.275 0.005 -0.300
C 6.4979 -1.4560 -6.9022 -0.669 -0.748 0.888
O 5.8230 -0.9625 -5.7257 -1.404 0.349 0.283
C 4.7262 -0.2124 -6.0323 1.091 0.978 0.061
O 4.4161 0.0780 -7.1538 -0.441 -0.252 -0.259
O 4.1778 0.2975 -4.9275 -0.022 -0.793 0.649
C 3.2023 1.3521 -5.0853 1.931 1.049 0.306
H 7.2625 -2.1197 -6.4736 -0.289 0.130 -0.553
H 6.9228 -0.6148 -7.3994 0.440 0.422 -0.603
H 5.7520 -1.9590 -7.5446 0.700 0.080 0.209
H 3.6530 2.0542 -5.7601 0.164 0.609 -0.362
H 3.0682 1.8797 -4.1261 0.015 -0.777 -0.292
H 2.3101 1.0693 -5.5414 -1.576 -0.955 -0.338
C -2.5443 -1.2381 1.7597 2.256 -0.808 0.334
O -1.0736 -1.6564 1.5942 -1.571 1.262 0.302
C -0.3154 -0.6121 1.2999 -2.876 3.194 -0.978
O -0.7431 0.5504 1.1063 0.957 -2.321 0.502
O 0.9143 -0.9522 1.1526 1.979 -2.035 0.007
C 1.8186 0.0318 0.6620 -0.425 0.167 0.275
H -2.6741 -0.2910 2.2452 0.417 0.254 0.180
H -2.9092 -2.0456 2.3371 -0.525 -0.608 0.574
H -2.9831 -1.2227 0.8034 -0.366 0.011 -1.313
H 1.7555 0.8172 1.3823 0.118 1.079 0.093
H 1.4391 0.3336 -0.3155 0.447 0.237 -0.019
H 2.8407 -0.3472 0.6830 -0.366 -0.385 -0.269
O 0.5045 2.3050 3.7004 -0.906 -0.500 0.948
C -0.1994 1.8545 4.5869 0.590 0.515 -0.233
O 0.3434 1.1964 5.6415 1.196 0.450 -0.663
C -0.6190 0.5030 6.3974 -1.539 0.424 0.386
C -1.9214 1.3456 6.1570 -0.300 0.236 0.516
C -1.7025 1.9674 4.8132 1.210 1.049 -1.499
H -0.3208 0.4053 7.4564 0.036 0.239 -0.690
H -0.6809 -0.4851 5.9567 -0.331 -0.207 0.318
H -2.1422 2.1160 6.9103 0.480 -0.371 0.071
H -2.8233 0.7768 6.0349 -0.333 -0.767 0.526
H -1.9431 3.0382 4.6134 -0.045 -0.679 0.628
H -2.2386 1.4412 4.0320 0.147 -0.152 -0.177
O 4.8481 -3.2314 0.5808 0.443 0.002 0.122
C 4.7587 -2.5752 -0.4079 -1.104 0.764 0.904
O 4.7637 -1.1735 -0.3510 -0.083 -2.100 -0.008
C 4.5293 -0.6925 -1.6502 -0.156 1.999 -1.483
C 3.8907 -1.8056 -2.5511 1.008 0.019 1.841
C 4.4721 -3.0561 -1.8006 -1.468 -0.144 -0.464
H 5.4906 -0.3946 -2.0762 0.078 -0.096 -0.113
H 3.9694 0.2874 -1.5508 0.183 -1.296 -0.211
H 4.2583 -1.7443 -3.5600 -0.105 0.199 -0.293
H 2.7902 -1.7236 -2.5009 0.650 -0.400 -0.024
H 5.3925 -3.5200 -2.1312 0.396 0.438 -0.732
H 3.7636 -3.9120 -1.8202 0.324 0.601 0.511
O -2.1048 -4.0803 2.9332 0.439 0.150 0.009
C -2.3918 -4.6612 1.9338 -0.865 -0.697 -0.302
O -3.6255 -5.2836 1.8615 -0.055 0.131 -0.706
C -3.7178 -6.1225 0.6817 2.424 0.372 -0.095
C -2.6657 -5.4618 -0.3146 -0.201 -0.410 0.969
C -1.6159 -4.9303 0.6440 0.661 -0.224 0.891
H -4.6585 -6.1253 0.1831 -1.054 0.226 0.333
H -3.4722 -7.1362 1.0606 0.009 0.383 -0.719
H -3.1363 -4.5970 -0.7887 -0.040 -0.305 -0.265
H -2.2338 -6.1589 -1.0414 -0.376 0.195 0.049
H -0.9965 -4.0714 0.3537 -0.625 -0.022 -0.062
H -0.8773 -5.7082 0.9114 -0.290 0.063 -0.039
O -0.1403 1.7532 -4.6826 0.859 -1.014 -0.065
C -0.2008 2.8538 -4.2330 -1.805 1.065 -1.198
O 0.5886 3.8821 -4.6717 -0.253 -0.806 1.350
C 0.2523 5.0693 -3.8994 -0.226 -0.111 1.067
C -1.2364 4.8982 -3.5314 0.057 -0.046 -0.957
C -1.3570 3.3703 -3.3622 1.228 0.948 0.698
H 0.5186 5.8797 -4.5565 -0.148 0.472 0.033
H 0.8107 5.1363 -2.9215 -0.203 -0.225 -1.182
H -1.9210 5.2778 -4.3232 0.566 -0.529 0.146
H -1.5230 5.4335 -2.6598 0.180 0.439 0.886
H -2.3568 3.0918 -3.6598 0.117 -0.859 -0.279
H -1.1413 2.9887 -2.3339 -0.363 0.566 -0.535
```
Forces are in eV/Å.

Summary:
* F_max: 0.0857 Eh/bohr
* spin multiplicity: 1
* E_HOMO: -8.190 eV
* energy: -112274.9652 eV

Here are the Mulliken charges for atoms 1 to 6, given in e: atom 1 (C): -0.196, atom 2 (S): 0.344, atom 3 (O): -0.634, atom 4 (C): -0.140, atom 5 (H): 0.473, atom 6 (H): -0.010



# 3
One molecule with the formula C21H21N3. Source: the OMol25 dataset; level of theory: wB97M-V/def2-TZVPD.

Geometry as XYZ:
```
45
Properties=species:S:1:pos:R:3:forces:R:3
C -0.0077 -3.7150 4.8444 -0.252 0.014 0.490
C -0.5042 -3.1273 3.5499 0.870 -0.121 -0.451
C 0.1540 -2.0629 2.9095 -0.339 -0.469 -0.145
C -0.4220 -1.4811 1.7690 -0.070 0.196 0.102
C -1.6760 -1.9398 1.3027 -0.153 -1.169 -1.236
C -2.6179 -1.1679 0.3497 -2.363 -1.163 0.244
C -2.2206 0.2795 0.2099 -0.694 0.259 -1.132
C -2.5787 1.0404 -0.8995 1.074 -0.308 1.874
N -2.4722 2.3719 -0.5705 0.612 0.163 0.118
C -3.0926 3.4286 -1.3395 0.021 -0.085 -0.178
C -2.0313 2.5207 0.7552 -1.647 -1.372 -1.144
C -2.2366 3.6443 1.5368 0.053 1.441 1.102
C -2.1139 3.5456 2.9255 0.208 -0.588 -0.605
C -1.8518 2.2907 3.4921 0.088 -0.272 -0.455
C -1.7575 1.1560 2.6887 0.406 -0.507 0.862
C -1.8495 1.2051 1.2978 -1.145 0.969 -0.993
N -3.2636 -1.9696 -1.1209 2.228 0.686 -0.279
C -4.4579 -2.5022 -1.6052 -1.796 -0.607 -0.497
C -4.3429 -2.9336 -2.9450 1.060 1.092 2.727
N -3.0561 -2.6920 -3.2570 1.882 1.220 0.199
C -2.4463 -2.0902 -2.1936 -1.673 -1.638 -2.223
C -1.0505 -1.7100 -2.3139 0.893 0.186 -0.187
C -2.1420 -3.1838 1.7776 -0.361 0.631 0.463
C -1.6162 -3.7135 2.9430 0.579 0.042 -0.144
H -0.7404 -4.4691 5.1493 0.163 0.165 0.273
H 0.9757 -4.2152 4.8942 -0.278 0.425 -0.578
H 0.0041 -2.9041 5.5814 0.031 -0.292 0.148
H 1.1242 -1.7236 3.3113 -0.658 -0.010 -0.331
H 0.1173 -0.6348 1.3107 -0.656 -0.428 0.165
H -3.6751 -1.2305 0.7756 1.602 0.342 0.031
H -2.7604 0.6398 -1.8950 -0.379 0.490 0.252
H -2.8424 4.3944 -0.8878 -0.046 -0.259 -0.309
H -2.6851 3.3805 -2.3622 -0.466 0.231 0.274
H -4.1939 3.2952 -1.3130 0.567 0.208 -0.260
H -2.5615 4.6212 1.1335 0.369 -0.768 0.026
H -2.2445 4.3911 3.5897 -0.057 0.110 -0.270
H -1.7663 2.1945 4.5732 -0.017 -0.053 -0.258
H -1.6038 0.1972 3.1694 -0.144 0.067 0.068
H -5.3617 -2.6171 -1.0652 -0.403 0.307 0.989
H -5.0401 -3.3555 -3.6871 0.297 0.248 0.926
H -0.7855 -0.9161 -1.6193 0.364 -0.198 0.038
H -0.4318 -2.6027 -2.2284 0.299 0.117 0.445
H -0.8890 -1.3797 -3.3383 0.008 0.241 0.022
H -2.9850 -3.6876 1.2974 0.127 0.378 0.106
H -2.0002 -4.6164 3.4086 -0.202 0.078 -0.269
```
Forces are in eV/Å.

Summary:
* F_max: 0.0628 Eh/bohr
* spin multiplicity: 1
* ΔE to the lowest compared entry with this formula, charge and spin: 2.1919 eV
* E_HOMO: -7.689 eV
* SMILES: Cc1ccc([C@@H](c2cn(C)c3ccccc23)n2ccnc2C)cc1
* energy: -26585.6685 eV

Here are the Mulliken charges for atoms 1 to 6, given in e: atom 1 (C): -1.341, atom 2 (C): 0.963, atom 3 (C): -0.575, atom 4 (C): -0.320, atom 5 (C): 0.731, atom 6 (C): 0.201



# 4
C7H9Br2FO as an isolated structure. Source: the OMol25 dataset; level of theory: wB97M-V/def2-TZVPD.

Geometry as XYZ:
```
20
Properties=species:S:1:pos:R:3:forces:R:3
C 0.7949 -0.7309 -0.0978 -1.682 0.096 -1.443
C 1.5874 -0.5960 0.7776 4.128 0.458 3.602
C -1.3667 1.0779 0.4906 0.719 -1.165 3.114
C -0.7941 1.4721 -1.9905 -1.203 -0.622 1.693
C -0.4781 -0.7958 -0.7909 -0.570 -2.100 -0.990
C -1.2882 0.4812 -0.8626 2.393 0.706 -1.127
C 3.0219 -1.0061 1.9693 -3.206 5.421 -3.179
O -1.3150 -1.7201 -0.0197 0.194 -0.628 0.440
F 3.5258 0.0687 2.5884 0.091 -0.207 -0.702
Br 2.3223 -2.1640 3.2395 -1.314 -3.450 3.139
Br 4.1723 -1.9557 0.8663 2.443 -1.869 -1.204
H -0.4518 1.4732 1.0298 -0.720 -0.309 -1.290
H -1.7720 0.3048 1.2515 0.427 1.157 -1.311
H -2.0914 1.8160 0.4142 -1.315 1.782 0.379
H -0.3908 1.0065 -2.8382 1.184 -1.114 -0.901
H -0.1488 2.2308 -1.6069 0.688 0.345 0.260
H -1.6157 1.9665 -2.4487 -1.112 0.708 0.064
H -0.3718 -1.2623 -1.8531 -0.172 0.659 1.815
H -2.2672 0.1404 -1.0601 -1.140 -0.380 -0.665
H -1.0729 -1.8073 0.9413 0.167 0.511 -1.694
```
Forces are in eV/Å.

Summary:
* F_max: 0.1372 Eh/bohr
* spin multiplicity: 3
* <S²>: 2.01
* E_HOMO (spin up / spin down): -5.554 / -9.694 eV
* energy: -152244.5961 eV

Here are the Mulliken charges for atoms 1 to 6, given in e: atom 1 (C): -0.759, atom 2 (C): 0.176, atom 3 (C): -1.505, atom 4 (C): -1.574, atom 5 (C): -0.086, atom 6 (C): 0.730